--- 1 ---
Below is one molecule with the formula C3H8N2S2, with properties calculated with ωB97M-V/def2-TZVPD.

Results
structure (SMILES): N/N=C\SCCS
HOMO level: -8.91 eV
HOMO-LUMO gap: 9.594 eV

Structure (ORCA input):
```
! RIJCOSX wB97M-V def2-TZVPD def2/J DEFGRID3
* xyz 0 1
S -0.82894 -1.37662 -0.36243
S 2.91512 0.54186 -0.04521
N -2.23257 0.70756 0.62572
N -2.17930 1.34719 -0.57461
C 0.67363 -0.46336 -0.77386
C -1.62878 -0.44847 0.87082
C 1.61565 -0.56020 0.38821
H 1.97991 -1.54266 0.49794
H 0.51171 0.56142 -1.17799
H 3.63618 0.24371 1.10803
H 1.17186 -0.18288 1.22917
H 1.02884 -1.02217 -1.71396
H -2.98690 2.02361 -0.67691
H -2.07721 0.81470 -1.39074
H -1.59921 -0.64370 1.99582
*
```

=====

--- 2 ---
Below is C3H8N2S2 as an isolated structure, with properties calculated with ωB97M-V/def2-TZVPD.

Results
HOMO level: -8.13 eV
HOMO-LUMO gap: 8.196 eV

Structure (ORCA input):
```
! RIJCOSX wB97M-V def2-TZVPD def2/J DEFGRID3
* xyz 0 1
S -1.12532 -0.37797 0.73330
S 1.32331 -0.61351 -1.14506
N 0.62102 1.25831 1.06661
N -1.43526 2.38237 0.95935
C 0.49415 -1.09259 0.48368
C 0.50901 -1.56085 -2.34839
C -0.64286 1.26414 0.80976
H -2.56722 2.05993 1.63261
H 0.95975 2.21947 1.09405
H 0.71351 -2.32262 0.47968
H 0.56041 -2.50218 -1.83020
H 0.99194 -1.81910 -3.28013
H 1.24772 -0.76890 1.22193
H -0.57536 -1.09756 -2.35435
H -0.96074 2.94564 1.77250
*
```

=====

Stability summary: most stable 1, least stable 2.

=====

--- 1 ---
Below is a 2-piece molecular cluster, C4H9O3 overall, with properties calculated with ωB97M-V/def2-TZVPD.

Results
HOMO level: -4.16 eV
HOMO-LUMO gap: 7.986 eV

Structure (ORCA input):
```
! RIJCOSX wB97M-V def2-TZVPD def2/J DEFGRID3
* xyz -1 1
O -0.35959 0.21420 -1.61448
O 1.64153 -2.38903 1.54733
O -0.25659 1.54069 0.20289
C 0.81621 -1.24628 1.16079
C -0.48745 2.54812 -1.95286
C -0.65510 -1.55430 1.38633
C -0.36874 1.32363 -1.02381
H -1.22745 -0.88273 0.74672
H 0.29350 2.53142 -2.71827
H -1.44396 2.51179 -2.48036
H -0.42308 3.49362 -1.41118
H 0.99270 -1.02018 0.11154
H -0.91141 -1.41903 2.43675
H -0.85726 -2.58353 1.08115
H 1.12962 -0.39799 1.76586
H 2.11706 -2.67041 0.76162
*
```

=====

--- 2 ---
Below is a 2-piece molecular cluster, C4H9O3 overall, with properties calculated with ωB97M-V/def2-TZVPD.

Results
HOMO level: -4.22 eV
HOMO-LUMO gap: 8.207 eV

Structure (ORCA input):
```
! RIJCOSX wB97M-V def2-TZVPD def2/J DEFGRID3
* xyz -1 1
O -1.15417 -0.19333 -0.99765
O -2.75818 -0.15489 0.60287
O 0.67018 0.35659 0.74070
C -2.56314 -2.15272 -0.58925
C -2.07451 -0.72560 -0.32285
C 1.73939 0.81704 -0.03210
C 2.43726 1.86221 0.81104
H -1.97628 -2.91750 0.01896
H 1.98499 2.82823 0.89504
H 1.36590 1.07543 -1.03948
H 3.45091 2.00971 0.42578
H 2.50943 1.60618 1.89875
H 2.31683 -0.01106 -0.44670
H -2.22385 -2.47202 -1.55555
H -3.66880 -2.22964 -0.45948
H -0.05596 0.30139 0.04991
*
```

=====

Stability summary: most stable 1, least stable 2.

=====

--- 1 ---
Below is a 2-piece molecular cluster, C4H9O3 overall, with properties calculated with ωB97M-V/def2-TZVPD.

Results
HOMO level: -3.91 eV
HOMO-LUMO gap: 7.740 eV

Structure (ORCA input):
```
! RIJCOSX wB97M-V def2-TZVPD def2/J DEFGRID3
* xyz -1 1
O 0.09195 1.74458 1.91011
O -1.63021 -2.74626 1.48946
O -0.39407 -0.32944 2.52512
C 0.22011 0.46325 1.77140
C 0.43909 0.61349 -2.20735
C -0.06112 0.76448 -0.66973
C 0.94024 0.22181 0.41410
H -2.01147 -2.09638 0.86559
H -1.01933 0.19308 -0.69882
H -0.24250 1.77379 -0.46023
H 0.30316 -0.18136 -2.91947
H -0.01250 1.49563 -2.71983
H 1.52077 0.55147 -2.01767
H 1.19310 -0.86774 0.31464
H -1.27674 -2.20995 2.30288
H 1.93954 0.60955 0.09983
*
```

=====

--- 2 ---
Below is a 2-piece molecular cluster, C4H9O3 overall, with properties calculated with ωB97M-V/def2-TZVPD.

Results
HOMO level: -4.19 eV
HOMO-LUMO gap: 8.209 eV

Structure (ORCA input):
```
! RIJCOSX wB97M-V def2-TZVPD def2/J DEFGRID3
* xyz -1 1
O 1.47492 -1.30342 2.14306
O -0.84801 0.44284 -1.64096
O 0.53507 0.02883 0.63157
C -1.33631 2.59679 -0.55299
C -1.87464 1.29258 -1.09106
C 1.35407 -2.21911 -0.01367
C 0.96834 -1.09878 0.99798
H 0.72384 -3.03885 0.30425
H -2.23227 0.64296 -0.28898
H 2.42518 -2.40975 0.03675
H -0.79088 3.06789 -1.38354
H 1.27866 -1.91565 -1.06331
H -0.20856 0.12098 -0.95395
H -0.69042 2.42938 0.30964
H -2.15687 3.22235 -0.19200
H -2.51911 1.38958 -1.96296
*
```

=====

--- 3 ---
Below is a 2-piece molecular cluster, C4H9O3 overall, with properties calculated with ωB97M-V/def2-TZVPD.

Results
HOMO level: -4.01 eV
HOMO-LUMO gap: 7.826 eV

Structure (ORCA input):
```
! RIJCOSX wB97M-V def2-TZVPD def2/J DEFGRID3
* xyz -1 1
O 1.39352 1.34317 1.87087
O -0.66407 -1.21387 -1.20263
O -0.80701 0.86179 -2.05230
C 2.27925 0.24666 1.70909
C -2.64948 0.04474 -0.78423
C -1.26135 -0.12526 -1.41586
C 1.57536 -1.02342 1.27589
H 0.79909 -0.76126 0.53935
H 1.02303 -1.49621 2.09241
H -3.15110 -0.91073 -0.79757
H -2.54323 0.35997 0.26158
H 3.06183 0.49993 0.98751
H 2.75731 0.09306 2.67789
H 2.22563 -1.72382 0.75066
H 0.75369 1.31226 1.14073
H -3.13713 0.88271 -1.28532
*
```

=====

Stability summary: most stable 3, least stable 1.

=====

--- 1 ---
Below is a 2-piece molecular cluster, C2H4Si overall, with properties calculated with ωB97M-V/def2-TZVPD.

Results
HOMO level: -8.55 eV
HOMO-LUMO gap: 8.085 eV

Structure (ORCA input):
```
! RIJCOSX wB97M-V def2-TZVPD def2/J DEFGRID3
* xyz 0 1
Si 1.74891 0.07745 0.41087
C -1.23138 0.31202 0.48408
C -1.27794 -0.80203 0.06364
H 1.98455 -0.40875 -0.98656
H 0.98197 1.25098 -0.05352
H -1.06168 -1.73552 -0.46658
H -1.14443 1.30586 0.54809
*
```

=====

--- 2 ---
Below is one molecule with the formula C2H4Si, with properties calculated with ωB97M-V/def2-TZVPD.

Results
structure (SMILES): C#C[SiH3]
HOMO level: -10.42 eV
HOMO-LUMO gap: 11.376 eV

Structure (ORCA input):
```
! RIJCOSX wB97M-V def2-TZVPD def2/J DEFGRID3
* xyz 0 1
Si 0.81717 -0.07760 -0.01791
C -1.20403 0.01824 0.04082
C -2.42450 0.05996 0.02787
H -3.50028 0.19159 -0.09270
H 1.40996 -1.17784 0.77723
H 1.26927 1.21070 0.39954
H 1.46277 -0.07334 -1.40628
*
```

=====

Stability summary: most stable 2, least stable 1.

=====

--- 1 ---
Below is a 4-piece molecular cluster, C2H12N2O3 overall, with properties calculated with ωB97M-V/def2-TZVPD.

Results
structure (SMILES): [H]/N=C/NC.O.O.O
HOMO level: -8.78 eV
HOMO-LUMO gap: 9.517 eV

Structure (ORCA input):
```
! RIJCOSX wB97M-V def2-TZVPD def2/J DEFGRID3
* xyz 0 1
O 6.14080 -1.44201 0.75996
O -4.57640 -1.88034 0.07725
O 0.79036 1.17996 2.08184
N 0.23277 2.57954 -0.62556
N -0.31169 0.36667 -0.69451
C -0.40461 1.62983 -1.19304
C -1.29674 -0.66210 -0.95004
H -1.06956 -1.31139 -1.80519
H -4.56285 -2.74439 0.49336
H 0.26393 0.35114 0.12443
H -2.27859 -0.26923 -1.11225
H 5.19513 -1.31614 0.84457
H 0.93807 1.77600 1.32753
H 1.40738 1.47248 2.76178
H -4.69249 -1.20664 0.75087
H -1.25205 -1.33258 -0.09424
H 0.11142 3.45766 -1.12606
H 6.40629 -2.30751 0.44882
H -1.04117 1.65905 -2.06951
*
```

=====

--- 2 ---
Below is a 4-piece molecular cluster, C2H12N2O3 overall, with properties calculated with ωB97M-V/def2-TZVPD.

Results
structure (SMILES): N/C=C\N.O.O.O
HOMO level: -6.57 eV
HOMO-LUMO gap: 6.961 eV

Structure (ORCA input):
```
! RIJCOSX wB97M-V def2-TZVPD def2/J DEFGRID3
* xyz 0 1
O 0.37242 -2.68394 0.27963
O -6.28863 -0.97488 0.72589
O 2.18240 3.56477 1.20656
N 1.86616 0.09794 0.81449
N 0.91073 -0.73953 -2.16660
C 1.45077 0.75837 -0.29757
C 0.54406 0.28707 -1.25558
H 1.60794 3.39698 1.96394
H 1.99673 1.67144 -0.56126
H -0.38972 0.79666 -1.50082
H -5.86471 -1.84130 0.78167
H 2.73947 2.78052 1.19357
H 0.16256 -1.24249 -2.61375
H 2.80372 0.01120 1.17105
H 1.28786 -0.55995 1.29435
H 1.51055 -0.38281 -2.89451
H 0.24036 -2.24463 1.12605
H -0.34585 -2.33408 -0.25866
H -7.19550 -1.19193 0.98107
*
```

=====

Stability summary: most stable 1, least stable 2.

=====

--- 1 ---
Below is a 4-piece molecular cluster, C2H12N2O3 overall, with properties calculated with ωB97M-V/def2-TZVPD.

Results
structure (SMILES): [H]/N=C/NC.O.O.O
HOMO level: -9.53 eV
HOMO-LUMO gap: 9.816 eV

Structure (ORCA input):
```
! RIJCOSX wB97M-V def2-TZVPD def2/J DEFGRID3
* xyz 0 1
O -0.52715 -0.51754 4.75840
O -1.14897 1.41244 1.90521
O 2.85980 -6.29460 -1.76201
N 1.41697 0.67435 -0.57215
N -0.39630 1.10035 -1.99449
C 0.16271 0.68793 -0.80559
C -1.42118 2.14365 -2.07567
H 0.34870 1.43078 -2.60704
H -0.59897 0.35325 -0.09854
H -1.36339 2.37471 1.78705
H -0.18960 1.51636 1.93305
H 1.96466 -6.11537 -1.48145
H -1.38926 2.63941 -3.03597
H -1.25401 2.96764 -1.35101
H 3.44821 -5.67971 -1.35455
H -0.98748 0.30635 4.48173
H 1.58664 -0.09442 0.07792
H -2.40622 1.83287 -1.72938
H -0.10515 -0.73846 3.92450
*
```

=====

--- 2 ---
Below is a 4-piece molecular cluster, C2H12N2O3 overall, with properties calculated with ωB97M-V/def2-TZVPD.

Results
structure (SMILES): C/N=C/N.O.O.O
HOMO level: -8.68 eV
HOMO-LUMO gap: 9.124 eV

Structure (ORCA input):
```
! RIJCOSX wB97M-V def2-TZVPD def2/J DEFGRID3
* xyz 0 1
O 0.29133 1.48999 3.15003
O -0.42930 -1.11986 1.44032
O 3.62176 0.92126 2.05860
N -1.50378 -2.07745 -1.71299
N -0.75789 0.13439 -1.73184
C -0.54026 1.23218 -2.64030
C -1.52156 -0.77783 -2.14309
H -1.46565 1.65940 -3.01816
H 3.80269 0.22193 2.69311
H -1.93530 -0.66134 -3.16062
H 2.94854 1.46939 2.48405
H 0.01440 2.05847 -2.16745
H 0.52485 -1.26558 1.46729
H 0.03112 0.96223 -3.52273
H -2.12731 -2.71646 -2.16917
H -0.75929 -1.75398 2.09958
H 0.26795 2.14419 2.44596
H 0.17703 0.63475 2.71914
H -1.09060 -2.37647 -0.84330
*
```

=====

Stability summary: most stable 2, least stable 1.